Record 1
Formula: C25H60F3MgO15S
Source: the OMol25 dataset
Level of theory: wB97M-V/def2-TZVPD

ORCA input file:
```
! wB97M-V def2-TZVPD RIJCOSX def2/J DEFGRID3
* xyz 2 2
Mg -15.150 9.709 4.425
C -19.337 8.939 3.558
F -19.295 10.272 3.366
F -19.649 8.497 4.752
F -20.258 8.365 2.738
S -17.685 8.145 3.028
O -17.780 6.717 3.276
O -17.414 8.495 1.626
O -16.705 8.889 3.879
C -23.129 13.993 -1.143
O -22.758 12.850 -1.999
C -21.377 12.608 -2.295
C -20.943 11.121 -2.076
O -21.340 10.599 -0.832
C -20.934 11.220 0.377
H -22.467 14.852 -1.249
H -23.125 13.601 -0.126
H -24.169 14.252 -1.340
H -20.851 13.346 -1.689
H -21.153 13.003 -3.287
H -19.866 11.013 -2.203
H -21.387 10.447 -2.808
H -21.163 10.599 1.243
H -21.398 12.201 0.484
H -19.851 11.314 0.296
C -13.234 7.223 4.260
O -13.920 8.342 3.648
C -13.900 8.274 2.264
C -14.096 9.597 1.545
O -14.900 10.357 2.474
C -14.678 11.788 2.195
H -12.146 7.265 4.212
H -13.347 6.262 3.758
H -13.463 7.051 5.311
H -14.778 7.646 2.110
H -13.018 7.807 1.826
H -14.649 9.406 0.625
H -13.132 10.057 1.326
H -15.008 12.475 2.974
H -15.019 12.156 1.227
H -13.624 12.057 2.130
C -21.210 4.340 0.902
O -21.098 5.491 0.074
C -19.817 6.070 0.254
C -19.834 7.359 -0.692
O -20.542 7.066 -1.847
C -19.748 7.382 -2.999
H -20.336 3.699 0.786
H -22.086 3.780 0.576
H -21.239 4.542 1.973
H -19.070 5.370 -0.122
H -19.565 6.287 1.292
H -18.804 7.667 -0.869
H -20.307 8.130 -0.083
H -19.599 8.436 -3.233
H -20.276 6.988 -3.868
H -18.822 6.810 -3.048
C -17.324 12.153 4.980
O -16.278 11.247 5.201
C -15.808 11.299 6.547
C -15.631 9.855 7.145
O -15.379 8.906 6.119
C -15.928 7.613 6.469
H -17.579 12.120 3.921
H -17.196 13.223 5.146
H -18.166 11.832 5.594
H -16.445 11.954 7.142
H -14.892 11.845 6.325
H -16.535 9.568 7.684
H -14.927 9.821 7.977
H -16.993 7.474 6.284
H -15.696 7.216 7.458
H -15.592 6.907 5.710
C -11.523 3.556 6.714
O -12.666 3.338 5.936
C -13.859 3.692 6.697
C -15.056 3.565 5.807
O -15.096 4.633 4.777
C -15.911 4.417 3.650
H -10.630 3.051 6.346
H -11.566 3.361 7.786
H -11.422 4.641 6.682
H -13.776 4.727 7.027
H -14.008 3.016 7.540
H -15.950 3.379 6.402
H -14.932 2.595 5.328
H -15.770 5.355 3.111
H -16.987 4.372 3.823
H -15.632 3.645 2.933
C -21.684 4.173 5.043
O -22.772 5.087 4.976
C -22.507 6.354 4.347
C -23.629 7.442 4.249
O -24.809 6.895 3.705
C -25.861 7.846 3.582
H -20.830 4.742 5.410
H -21.473 3.749 4.062
H -21.942 3.409 5.776
H -22.070 6.173 3.365
H -21.732 6.850 4.931
H -23.336 8.333 3.694
H -24.048 7.704 5.221
H -25.511 8.622 2.901
H -26.134 8.217 4.570
H -26.791 7.471 3.153
*
```

The LUMO energy (spin up / spin down) is -0.1754 / -0.3571 hartree. The largest force on an atom is 3.21 eV Å⁻¹. Its energy above the lowest of the compared OMol25 structures with the same formula, charge and spin is 0.235 eV. The calculation puts the orbital gap (spin up / spin down) at 8.089 / 3.145 eV. The HOMO energy (spin up / spin down) is -12.8627 / -12.8619 eV.

---

Record 2
Formula: C4H5N3O3
Source: the OMol25 dataset
Level of theory: wB97M-V/def2-TZVPD

ORCA input file:
```
! wB97M-V def2-TZVPD RIJCOSX def2/J DEFGRID3
* xyz 0 1
C 1.394 -1.390 -0.539
C 0.834 -0.063 -0.571
N 1.487 1.084 -0.839
C 0.617 2.108 -0.598
C -0.597 1.687 -0.239
N -0.411 0.281 -0.278
O -1.595 -0.802 0.240
N -1.840 -0.868 1.533
O -2.539 -1.821 1.713
O -1.404 -0.061 2.324
H 0.765 -2.036 -0.026
H 1.682 -1.767 -1.552
H 2.391 -1.508 0.014
H 0.840 3.094 -0.989
H -1.625 2.062 -0.193
*
```

The LUMO energy is -0.0384 hartree. As for the structure (SMILES): Cc1nccn1O[N+](=O)[O-]. The largest force on an atom is 6.21 eV Å⁻¹. Its energy above the lowest of the compared OMol25 structures with the same formula, charge and spin is 8.251 eV. The calculation puts the orbital gap at 8.447 eV. The HOMO energy is -9.4922 eV.